#w
The following is a quantum chemistry calculation of 2 unconnected molecules or ions with the total composition C6H15NSi, from the OMol25 dataset.

Computed properties:
- frontier orbital gap (alpha / beta) (Eh) = 0.328 / 0.242
- highest occupied orbital energy (alpha / beta) (eV) = -8.57 / -6.35

ORCA input file:
```
! RIJCOSX wB97M-V def2-TZVPD def2/J DEFGRID3
* xyz 0 1
C 1.69 0.12 -0.27
H 2.77 -1.47 0.64
H -2.29 -0.47 -4.19
Si 0.06 0.85 -0.05
H 0.94 -1.86 0.44
H -0.61 -0.47 1.79
H -2.27 1.70 1.31
C -2.93 -0.76 -3.37
C 1.86 -1.41 -0.01
H -3.84 -1.24 -3.69
H -2.45 0.28 2.64
H -3.27 -0.93 -1.22
C 2.67 0.94 0.53
H 2.64 0.62 1.60
H 3.67 0.55 0.34
H 0.03 2.41 -0.10
H 2.55 1.98 0.37
H 1.98 0.25 -1.32
H -1.42 1.74 3.01
N -0.61 0.46 1.49
C -2.71 -0.55 -2.07
H 2.08 -1.88 -0.93
C -1.79 1.05 2.20
*
```

Atom-resolved charges from natural (NBO), all expressed in e: atom 1 (C): -0.747, atom 2 (H): 0.208, atom 3 (H): 0.207, atom 4 (Si): 1.260, atom 5 (H): 0.204, atom 6 (H): 0.382, atom 7 (H): 0.199, atom 8 (C): -0.538, atom 9 (C): -0.588, atom 10 (H): 0.198, atom 11 (H): 0.201, atom 12 (H): 0.160, atom 13 (C): -0.609, atom 14 (H): 0.208, atom 15 (H): 0.207, atom 16 (H): -0.202, atom 17 (H): 0.219, atom 18 (H): 0.237, atom 19 (H): 0.194, atom 20 (N): -1.074, atom 21 (C): -0.135, atom 22 (H): 0.216, atom 23 (C): -0.408

=====

#x
The following is a quantum chemistry calculation of a single C6H15NSi molecule, from the OMol25 dataset.

Computed properties:
- frontier orbital gap (alpha / beta) (Eh) = 0.287 / 0.287
- highest occupied orbital energy (alpha / beta) (eV) = -7.03 / -7.03

ORCA input file:
```
! RIJCOSX wB97M-V def2-TZVPD def2/J DEFGRID3
* xyz 0 1
H 1.03 1.17 2.02
H -1.62 -1.75 1.74
C -1.13 -1.98 0.75
H 1.27 -1.47 -1.18
H 2.30 -1.56 0.11
H -1.62 -2.58 -0.12
H -0.10 1.66 -2.72
H 0.70 -1.99 1.88
C 1.20 -1.25 -0.15
H 0.68 -3.24 0.45
Si -0.68 0.66 -0.37
H -1.46 0.82 -2.85
N 0.90 0.18 0.07
C 1.53 0.87 1.13
C 0.30 -2.20 0.83
H -1.03 2.95 0.05
C -1.63 2.16 0.20
H 2.37 0.33 1.51
H -2.38 2.35 -0.47
H 2.11 1.75 0.77
C -0.60 0.83 -2.33
H -0.05 -0.04 -2.55
H -2.10 2.34 1.22
*
```

Atom-resolved charges from natural (NBO), all expressed in e: atom 1 (H): 0.191, atom 2 (H): 0.212, atom 3 (C): -0.616, atom 4 (H): 0.199, atom 5 (H): 0.193, atom 6 (H): 0.211, atom 7 (H): 0.227, atom 8 (H): 0.200, atom 9 (C): -0.204, atom 10 (H): 0.204, atom 11 (Si): 1.626, atom 12 (H): 0.221, atom 13 (N): -0.897, atom 14 (C): -0.426, atom 15 (C): -0.479, atom 16 (H): 0.233, atom 17 (C): -1.137, atom 18 (H): 0.206, atom 19 (H): 0.245, atom 20 (H): 0.187, atom 21 (C): -1.068, atom 22 (H): 0.223, atom 23 (H): 0.250

=====

Energy relative to the most stable one, in hartree: #w 0.0602; #x 0.0000

=====

#w
The following is a quantum chemistry calculation of 2 unconnected molecules or ions with the total composition C3H9NO2S, from the OMol25 dataset.

Computed properties:
- frontier orbital gap (Eh) = 0.213
- highest occupied orbital energy (eV) = 0.25

ORCA input file:
```
! RIJCOSX wB97M-V def2-TZVPD def2/J DEFGRID3
* xyz -2 1
H -0.41 -2.68 0.11
H 1.81 1.82 -0.25
O -0.67 -1.36 1.74
H -0.82 -4.26 1.89
H -1.53 -1.52 -0.09
C 0.01 0.69 -0.52
H -0.88 0.77 -1.15
C 1.13 1.57 -1.07
H 1.64 0.86 -1.74
C -0.50 -1.59 0.39
H -0.99 -2.85 2.18
H 1.32 -0.84 -0.07
N 0.36 -0.72 -0.36
H -0.30 1.08 0.47
O -1.11 -3.77 2.66
S 0.55 3.12 -1.73
*
```

Atom-resolved charges from natural (NBO), all expressed in e: atom 1 (H): 0.066, atom 2 (H): 0.168, atom 3 (O): -0.953, atom 4 (H): 0.429, atom 5 (H): 0.070, atom 6 (C): -0.219, atom 7 (H): 0.173, atom 8 (C): -0.545, atom 9 (H): 0.160, atom 10 (C): 0.119, atom 11 (H): 0.509, atom 12 (H): 0.332, atom 13 (N): -0.688, atom 14 (H): 0.168, atom 15 (O): -1.042, atom 16 (S): -0.746

=====

#x
The following is a quantum chemistry calculation of 2 unconnected molecules or ions with the total composition C3H9NO2S, from the OMol25 dataset.

Computed properties:
- frontier orbital gap (Eh) = 0.219
- highest occupied orbital energy (eV) = 0.04

ORCA input file:
```
! RIJCOSX wB97M-V def2-TZVPD def2/J DEFGRID3
* xyz -2 1
H -1.20 0.68 -0.61
S 1.06 0.92 2.35
H 1.45 -1.28 1.14
C -0.73 -0.30 -0.44
H 0.93 -2.06 -0.23
H 2.19 1.48 0.32
H -3.45 0.46 -2.09
H -1.80 -0.97 -2.07
H 0.46 1.99 0.21
O -0.89 -1.05 -1.64
C 0.78 -0.04 -0.31
O -3.40 -0.41 -2.48
C 1.15 1.20 0.54
N 1.45 -1.28 0.13
H 1.05 0.17 -1.35
H -1.21 -0.83 0.38
*
```

Atom-resolved charges from natural (NBO), all expressed in e: atom 1 (H): 0.145, atom 2 (S): -0.772, atom 3 (H): 0.377, atom 4 (C): -0.063, atom 5 (H): 0.349, atom 6 (H): 0.172, atom 7 (H): 0.398, atom 8 (H): 0.535, atom 9 (H): 0.177, atom 10 (O): -0.837, atom 11 (C): -0.076, atom 12 (O): -1.334, atom 13 (C): -0.516, atom 14 (N): -0.885, atom 15 (H): 0.171, atom 16 (H): 0.158

=====

Energy relative to the most stable one, in hartree: #w 0.0140; #x 0.0000

=====

#w
The following is a quantum chemistry calculation of 2 unconnected molecules or ions with the total composition C4H8P2, from the OMol25 dataset.

Computed properties:
- frontier orbital gap (alpha / beta) (Eh) = 0.298 / 0.279
- highest occupied orbital energy (alpha / beta) (eV) = -8.15 / -8.77

ORCA input file:
```
! RIJCOSX wB97M-V def2-TZVPD def2/J DEFGRID3
* xyz 0 1
H 1.79 1.01 -0.75
H 3.32 -0.95 -0.42
P 0.56 -1.70 -1.05
C -2.71 -0.06 -0.64
H 2.02 1.47 0.99
H -0.38 -2.56 -0.48
C 1.98 0.68 0.26
C -3.46 0.63 0.14
C 2.90 -0.48 0.46
H -2.69 -0.41 -1.65
P 1.12 -0.88 0.84
H -4.39 1.09 -0.18
H -3.20 0.81 1.17
H 3.58 -0.45 1.30
*
```

Atom-resolved charges from natural (NBO), all expressed in e: atom 1 (H): 0.232, atom 2 (H): 0.231, atom 3 (P): 0.035, atom 4 (C): -0.068, atom 5 (H): 0.234, atom 6 (H): -0.043, atom 7 (C): -0.637, atom 8 (C): -0.536, atom 9 (C): -0.635, atom 10 (H): 0.176, atom 11 (P): 0.347, atom 12 (H): 0.212, atom 13 (H): 0.216, atom 14 (H): 0.234

=====

#x
The following is a quantum chemistry calculation of a single C4H8P2 molecule, from the OMol25 dataset.

Computed properties:
- frontier orbital gap (Eh) = 0.344
- highest occupied orbital energy (eV) = -8.34
- SMILES string = C1CP1#P1CC1

ORCA input file:
```
! RIJCOSX wB97M-V def2-TZVPD def2/J DEFGRID3
* xyz 0 1
H 1.65 -0.92 -1.23
P 0.73 0.71 0.48
C 1.85 -0.13 -0.64
H -2.48 -0.88 -1.28
H 2.17 -1.32 1.23
C -1.87 -0.17 -0.68
H -2.07 1.64 0.85
H 3.13 0.20 0.96
P -0.96 -0.67 0.89
H 2.51 0.65 -1.18
C 2.21 -0.29 0.79
H -1.20 0.15 -1.50
H -3.33 0.41 0.87
C -2.33 0.62 0.41
*
```

Atom-resolved charges from natural (NBO), all expressed in e: atom 1 (H): 0.224, atom 2 (P): 0.429, atom 3 (C): -0.678, atom 4 (H): 0.248, atom 5 (H): 0.237, atom 6 (C): -0.665, atom 7 (H): 0.255, atom 8 (H): 0.228, atom 9 (P): 0.314, atom 10 (H): 0.225, atom 11 (C): -0.680, atom 12 (H): 0.239, atom 13 (H): 0.237, atom 14 (C): -0.614

=====

Energy relative to the most stable one, in hartree: #w 0.0998; #x 0.0000

=====

#w
The following is a quantum chemistry calculation of a single C4H8P2 molecule, from the OMol25 dataset.

Computed properties:
- frontier orbital gap (Eh) = 0.241
- highest occupied orbital energy (eV) = -7.55
- SMILES string = CC(C)C=P#P

ORCA input file:
```
! RIJCOSX wB97M-V def2-TZVPD def2/J DEFGRID3
* xyz 0 1
H -0.52 -1.55 1.19
H 0.67 -0.67 2.19
P -3.61 1.02 -1.68
C -0.32 1.17 0.50
C 0.55 -1.02 1.20
H -0.54 1.59 1.49
H 1.63 0.58 0.44
P -1.98 1.10 -0.43
C 0.66 0.12 0.22
H 1.26 -0.74 -1.61
C 0.57 -0.14 -1.21
H -0.45 -0.39 -1.61
H 1.22 -1.82 1.03
H 0.87 0.76 -1.74
*
```

Atom-resolved charges from natural (NBO), all expressed in e: atom 1 (H): 0.200, atom 2 (H): 0.208, atom 3 (P): -0.037, atom 4 (C): -0.541, atom 5 (C): -0.581, atom 6 (H): 0.228, atom 7 (H): 0.231, atom 8 (P): 0.367, atom 9 (C): -0.331, atom 10 (H): 0.215, atom 11 (C): -0.597, atom 12 (H): 0.210, atom 13 (H): 0.210, atom 14 (H): 0.220

=====

#x
The following is a quantum chemistry calculation of a molecular structure, C4H8P2, from the OMol25 dataset.

Computed properties:
- frontier orbital gap (Eh) = 0.306
- highest occupied orbital energy (eV) = -8.39

ORCA input file:
```
! RIJCOSX wB97M-V def2-TZVPD def2/J DEFGRID3
* xyz 0 1
H -0.98 -1.33 -2.22
H 2.82 0.75 -0.22
H 0.25 1.10 -2.08
H -1.86 0.19 -2.73
C 2.40 1.12 -1.21
H -2.80 -1.03 -1.89
C -1.85 -0.65 -1.85
H 2.80 2.21 -1.37
C 0.94 0.88 -1.16
C -1.43 -0.03 -0.54
P -2.30 1.03 0.44
P 0.28 -0.06 0.10
H 2.65 0.65 -2.16
H -3.44 1.39 -0.38
*
```

Atom-resolved charges from natural (NBO), all expressed in e: atom 1 (H): 0.223, atom 2 (H): 0.224, atom 3 (H): 0.218, atom 4 (H): 0.222, atom 5 (C): -0.671, atom 6 (H): 0.229, atom 7 (C): -0.669, atom 8 (H): 0.223, atom 9 (C): -0.558, atom 10 (C): -0.701, atom 11 (P): 0.430, atom 12 (P): 0.663, atom 13 (H): 0.228, atom 14 (H): -0.063

=====

#y
The following is a quantum chemistry calculation of a single C4H8P2 molecule, from the OMol25 dataset.

Computed properties:
- frontier orbital gap (Eh) = 0.344
- highest occupied orbital energy (eV) = -8.57
- SMILES string = C=C(C)C1[PH]#[PH]1

ORCA input file:
```
! RIJCOSX wB97M-V def2-TZVPD def2/J DEFGRID3
* xyz 0 1
P -0.55 2.40 -0.29
H 0.36 -2.04 1.58
H 1.45 1.05 -0.15
C 0.66 -1.05 1.30
H 0.45 -0.39 2.24
H -1.72 -1.27 -1.06
H -1.29 -2.12 0.52
C -0.19 -0.45 0.16
H 1.41 2.10 -2.14
C 0.48 0.83 -0.40
H -1.80 1.89 -0.52
H 1.78 -1.03 1.04
C -1.24 -1.37 -0.16
P 0.21 1.45 -2.10
*
```

Atom-resolved charges from natural (NBO), all expressed in e: atom 1 (P): 0.278, atom 2 (H): 0.210, atom 3 (H): 0.244, atom 4 (C): -0.640, atom 5 (H): 0.209, atom 6 (H): 0.199, atom 7 (H): 0.194, atom 8 (C): 0.044, atom 9 (H): -0.044, atom 10 (C): -0.756, atom 11 (H): -0.029, atom 12 (H): 0.212, atom 13 (C): -0.432, atom 14 (P): 0.311

=====

Energy relative to the most stable one, in hartree: #w 0.0711; #x 0.0208; #y 0.0000

=====

#w
The following is a quantum chemistry calculation of a gas-phase ion, C9H16N3O2 (charge +1), from the OMol25 dataset.

Computed properties:
- frontier orbital gap (alpha / beta) (Eh) = 0.218 / 0.193
- highest occupied orbital energy (alpha / beta) (eV) = -9.08 / -13.17

ORCA input file:
```
! RIJCOSX wB97M-V def2-TZVPD def2/J DEFGRID3
* xyz 1 3
C -2.47 -0.82 0.83
H -0.89 -0.36 2.55
H 1.84 1.13 -0.37
H -1.34 -2.44 -0.80
C 0.95 0.45 -0.78
N 3.20 -0.22 0.86
H 3.96 0.03 -0.96
O 3.58 0.64 -0.16
H 0.89 -2.82 -0.46
H -1.18 -1.06 -1.89
H -1.02 3.37 -1.18
C -0.51 3.14 -0.26
H -0.92 -2.08 1.65
C -1.10 -0.59 0.21
N 1.45 -0.85 -0.54
H 0.91 0.52 -1.85
C 0.61 -1.90 -1.10
H -3.10 -1.67 0.41
H 3.90 -0.52 1.51
O 2.24 -2.22 1.10
N -0.92 1.83 0.20
H -1.81 1.74 0.59
C -0.86 -1.54 -0.96
C 2.28 -1.16 0.49
C -1.23 -1.11 1.68
H -0.87 3.89 0.46
C -0.40 0.66 -0.03
H -3.28 -0.01 1.14
H 0.59 3.29 -0.45
H 1.01 -2.12 -2.19
*
```

Atom-resolved charges from natural (NBO), all expressed in e: atom 1 (C): -0.417, atom 2 (H): 0.250, atom 3 (H): 0.296, atom 4 (H): 0.246, atom 5 (C): -0.322, atom 6 (N): -0.312, atom 7 (H): 0.477, atom 8 (O): -0.528, atom 9 (H): 0.279, atom 10 (H): 0.233, atom 11 (H): 0.201, atom 12 (C): -0.421, atom 13 (H): 0.213, atom 14 (C): -0.124, atom 15 (N): -0.071, atom 16 (H): 0.234, atom 17 (C): -0.263, atom 18 (H): 0.240, atom 19 (H): 0.417, atom 20 (O): -0.471, atom 21 (N): -0.552, atom 22 (H): 0.404, atom 23 (C): -0.402, atom 24 (C): 0.694, atom 25 (C): -0.406, atom 26 (H): 0.229, atom 27 (C): 0.141, atom 28 (H): 0.241, atom 29 (H): 0.215, atom 30 (H): 0.280

=====

#x
The following is a quantum chemistry calculation of a gas-phase ion, C9H16N3O2 (charge +1), from the OMol25 dataset.

Computed properties:
- frontier orbital gap (alpha / beta) (Eh) = 0.203 / 0.196
- highest occupied orbital energy (alpha / beta) (eV) = -8.20 / -12.94

ORCA input file:
```
! RIJCOSX wB97M-V def2-TZVPD def2/J DEFGRID3
* xyz 1 3
H -2.36 0.48 -1.64
C 2.19 0.88 -0.01
C -0.18 -0.27 -1.21
H 0.03 -1.02 -1.87
H 0.56 -2.17 1.49
H 1.10 1.06 -2.35
C 0.42 1.11 -1.54
H -2.76 1.98 1.54
C 0.34 -0.63 0.19
H 2.73 -2.29 -0.49
C -0.61 0.28 1.15
H -3.35 1.88 -0.15
N -0.19 0.73 2.20
C 0.10 -2.10 0.48
O 3.15 1.41 0.34
H 3.20 -1.67 1.16
N 1.90 -0.44 0.14
C 3.07 -1.42 0.06
C -2.46 1.79 0.45
H -0.72 1.39 2.80
C -1.73 -0.24 -0.97
H -0.91 -2.28 0.64
O 1.23 1.67 -0.51
H 3.82 -0.74 -0.44
H -0.37 1.78 -1.66
H -2.73 -0.18 0.75
N -1.92 0.41 0.36
H 0.47 -2.91 -0.20
H -1.76 2.63 0.31
H -2.26 -1.14 -1.03
*
```

Atom-resolved charges from natural (NBO), all expressed in e: atom 1 (H): 0.233, atom 2 (C): 0.829, atom 3 (C): -0.255, atom 4 (H): 0.231, atom 5 (H): 0.243, atom 6 (H): 0.206, atom 7 (C): -0.079, atom 8 (H): 0.240, atom 9 (C): 0.124, atom 10 (H): 0.246, atom 11 (C): 0.199, atom 12 (H): 0.227, atom 13 (N): -0.732, atom 14 (C): -0.657, atom 15 (O): -0.422, atom 16 (H): 0.276, atom 17 (N): -0.134, atom 18 (C): -0.421, atom 19 (C): -0.442, atom 20 (H): 0.387, atom 21 (C): -0.210, atom 22 (H): 0.226, atom 23 (O): -0.470, atom 24 (H): 0.268, atom 25 (H): 0.207, atom 26 (H): 0.380, atom 27 (N): -0.407, atom 28 (H): 0.226, atom 29 (H): 0.249, atom 30 (H): 0.231

=====

Energy relative to the most stable one, in hartree: #w 0.0021; #x 0.0000

=====

#w
The following is a quantum chemistry calculation of a molecular structure, C3H4N2OS, from the OMol25 dataset.

Computed properties:
- frontier orbital gap (Eh) = 0.280
- highest occupied orbital energy (eV) = -7.84

ORCA input file:
```
! RIJCOSX wB97M-V def2-TZVPD def2/J DEFGRID3
* xyz 0 1
H 1.63 -0.96 1.71
C -1.11 -0.33 -0.23
H -0.29 0.21 2.44
H -1.51 0.77 -2.33
H -1.97 -0.72 0.27
N 0.34 -0.63 1.69
C 0.17 -0.28 0.40
N -0.99 0.13 -1.60
C 0.96 0.33 -0.52
S 2.42 1.05 -0.15
O 0.34 0.45 -1.68
*
```

Atom-resolved charges from natural (NBO), all expressed in e: atom 1 (H): 0.435, atom 2 (C): -0.012, atom 3 (H): 0.421, atom 4 (H): 0.438, atom 5 (H): 0.229, atom 6 (N): -0.853, atom 7 (C): -0.018, atom 8 (N): -0.291, atom 9 (C): 0.160, atom 10 (S): -0.217, atom 11 (O): -0.292

=====

#x
The following is a quantum chemistry calculation of a single C3H4N2OS molecule, from the OMol25 dataset.

Computed properties:
- frontier orbital gap (alpha / beta) (Eh) = 0.275 / 0.276
- highest occupied orbital energy (alpha / beta) (eV) = -7.80 / -7.81

ORCA input file:
```
! RIJCOSX wB97M-V def2-TZVPD def2/J DEFGRID3
* xyz 0 1
C 0.33 -1.89 0.18
N 0.24 1.68 0.29
H -2.14 -0.08 -1.46
H 0.06 -1.89 1.30
C -1.26 -0.06 -1.01
H 0.12 -2.76 -0.37
C -0.22 -0.68 -0.48
N 0.00 0.77 -0.62
H 1.38 -1.92 0.29
O 1.20 3.56 1.49
S 0.29 3.27 0.38
*
```

Atom-resolved charges from natural (NBO), all expressed in e: atom 1 (C): -0.687, atom 2 (N): -0.544, atom 3 (H): 0.213, atom 4 (H): 0.257, atom 5 (C): -0.076, atom 6 (H): 0.246, atom 7 (C): 0.211, atom 8 (N): -0.231, atom 9 (H): 0.244, atom 10 (O): -0.887, atom 11 (S): 1.256

=====

#y
The following is a quantum chemistry calculation of a single C3H4N2OS molecule, from the OMol25 dataset.

Computed properties:
- frontier orbital gap (Eh) = 0.367
- highest occupied orbital energy (eV) = -9.65
- SMILES string = O=C1NN=CCS1

ORCA input file:
```
! RIJCOSX wB97M-V def2-TZVPD def2/J DEFGRID3
* xyz 0 1
H -0.41 -2.11 -0.34
C 1.03 0.87 0.68
N 1.28 -1.24 -0.33
C -1.08 -0.35 -0.01
H 1.70 1.83 0.82
H 3.02 0.04 -0.68
H 0.91 0.52 1.67
C 1.98 -0.16 -0.06
N 0.02 -1.29 0.14
S -0.50 1.26 -0.35
O -2.24 -0.61 0.24
*
```

Atom-resolved charges from natural (NBO), all expressed in e: atom 1 (H): 0.401, atom 2 (C): -0.609, atom 3 (N): -0.229, atom 4 (C): 0.483, atom 5 (H): 0.246, atom 6 (H): 0.238, atom 7 (H): 0.241, atom 8 (C): 0.018, atom 9 (N): -0.495, atom 10 (S): 0.245, atom 11 (O): -0.539

=====

Energy relative to the most stable one, in hartree: #w 0.1198; #x 0.1545; #y 0.0000